Record 1
DFT (ωB97M-V with the def2-TZVPD basis set) results for C48H92F2N17O16P4RbS2 as an isolated structure at a distorted geometry.

Geometry as XYZ:
```
182
Properties=species:S:1:pos:R:3:forces:R:3:lowdin_charge:R:1
Rb -2.03254 4.25132 -1.98346 0.03 -0.03 0.06 0.82
N -0.63232 2.08629 -0.91241 2.34 0.48 2.09 -0.40
S -0.94110 0.60242 -0.55362 -0.98 -6.04 -1.62 0.42
O -1.40893 0.27757 0.75222 -0.28 0.96 -0.02 -0.26
O -0.02902 -0.37534 -1.12847 0.01 1.76 0.71 -0.28
F -2.21603 0.32387 -1.49822 0.08 1.20 0.01 -0.20
S 0.70383 2.29220 0.16921 1.58 3.42 -0.59 0.54
O 2.03034 2.06230 -0.33837 -1.44 -1.07 -0.23 -0.26
O 0.45108 2.14473 1.55371 -0.41 -0.86 -0.22 -0.23
F 0.68163 3.88983 0.00602 -0.67 0.46 -0.34 -0.23
C 6.77810 4.09449 0.11119 -0.29 -0.38 -0.52 -0.08
C 5.39749 3.95878 -0.02089 0.51 -0.35 0.63 -0.08
C 4.64943 3.50820 1.05973 -0.51 0.45 -0.13 -0.01
C 5.28303 3.17514 2.25531 -0.46 0.14 -0.93 -0.13
C 6.63988 3.30767 2.35718 1.28 -0.09 0.77 -0.01
C 7.40774 3.78524 1.30927 -0.40 0.15 -0.70 -0.06
N 4.52724 2.69908 3.43217 -0.01 0.76 -0.06 -0.35
O 3.33084 2.90385 3.45514 -0.08 -0.18 -0.27 0.08
O 5.16927 2.22221 4.33863 0.06 -0.36 0.14 0.09
H 7.31829 4.32992 -0.79847 0.32 0.30 0.27 0.11
H 4.93210 4.14197 -0.97920 -0.16 0.11 0.07 0.11
H 3.57860 3.49653 0.91758 -0.04 -0.39 0.43 0.09
H 7.15386 3.03646 3.27024 -0.25 -0.03 0.09 0.12
H 8.47864 3.89903 1.39224 0.01 -0.10 0.17 0.11
C 6.09684 0.59327 -1.24291 0.19 -0.86 0.35 -0.06
C 5.02006 0.28751 -0.41587 -1.24 0.70 -0.84 -0.08
C 4.84694 -0.93771 0.17348 0.44 -0.80 0.16 0.01
C 5.84355 -1.89658 0.00647 -0.75 0.59 -0.14 -0.15
C 6.92907 -1.65094 -0.79706 0.22 0.33 -0.05 0.01
C 7.03851 -0.40367 -1.43032 0.86 -0.62 0.45 -0.06
N 5.64088 -3.21063 0.60235 0.37 -1.40 0.33 -0.33
O 6.39169 -4.11925 0.26918 -0.16 0.67 -0.05 0.08
O 4.73949 -3.37044 1.40898 0.04 0.49 -0.25 0.06
H 6.18527 1.55112 -1.73370 -0.04 0.04 0.02 0.10
H 4.14987 0.93514 -0.42604 0.24 0.30 0.36 0.09
H 3.94052 -1.21643 0.69180 0.02 0.22 0.12 0.11
H 7.69406 -2.40778 -0.89512 -0.03 0.02 -0.15 0.12
H 7.96097 -0.27063 -1.98217 -0.22 0.32 -0.28 0.11
C -5.23005 2.35590 0.29080 0.45 0.12 -0.50 -0.07
C -5.74806 2.23797 1.58130 1.10 -0.01 -1.16 -0.06
C -5.67455 0.99274 2.16671 -0.40 -0.07 1.24 0.00
C -5.21990 -0.12943 1.48844 0.00 1.40 -1.14 -0.13
C -4.78309 -0.00927 0.16656 -0.56 -0.11 0.56 0.01
C -4.76591 1.25518 -0.41887 0.12 -0.85 0.50 -0.07
N -5.18603 -1.40462 2.16753 0.21 -0.61 0.31 -0.34
O -4.97448 -2.38746 1.49024 -0.37 -0.02 -0.19 0.07
O -5.34012 -1.42289 3.37136 -0.09 0.17 0.13 0.09
H -5.08264 3.33240 -0.15649 -0.39 0.16 0.03 0.09
H -6.01453 3.15277 2.08912 -0.27 -0.24 0.33 0.10
H -5.94619 0.90747 3.21172 -0.08 -0.25 -0.06 0.12
H -4.49999 -0.87925 -0.40694 0.21 -0.05 0.18 0.11
H -4.28718 1.25123 -1.39129 -0.37 0.65 -0.05 0.09
C 1.90556 2.92420 -5.01266 -0.66 0.61 0.96 -0.07
C 1.44980 2.36358 -3.82343 0.56 -1.33 -0.61 -0.07
C 1.97075 1.13199 -3.42323 -0.41 0.74 0.62 -0.01
C 2.99452 0.55689 -4.14042 -0.50 0.29 -0.38 -0.14
C 3.53898 1.17072 -5.26311 -0.46 -0.06 0.17 0.02
C 2.93442 2.33757 -5.72665 0.91 -0.11 0.18 -0.06
N 3.44456 -0.76860 -3.71914 1.00 0.57 0.15 -0.33
O 4.15823 -1.38033 -4.48482 -0.04 -0.31 -0.22 0.09
O 3.15364 -1.11731 -2.60017 -0.21 -0.29 0.22 0.07
H 1.46375 3.88645 -5.24651 0.22 -0.06 -0.64 0.10
H 0.63930 2.74165 -3.22330 -0.03 0.44 -0.03 0.07
H 1.59153 0.71119 -2.50120 0.12 -0.43 -0.20 0.08
H 4.41991 0.75100 -5.72473 -0.15 -0.11 -0.22 0.12
H 3.38501 2.81835 -6.58376 -0.24 0.10 -0.09 0.11
O -0.69618 -5.55669 -1.75850 0.23 0.14 -0.24 -0.29
P -0.52538 -4.79490 -0.50691 0.19 0.57 0.16 0.53
N -0.58273 -5.69872 0.91953 -0.04 0.46 0.00 -0.31
C 0.59022 -6.45131 1.39700 -0.59 0.99 -0.52 -0.09
C -1.82820 -6.39794 1.17858 -0.56 0.08 -0.21 -0.12
N -1.72530 -3.63038 -0.34273 -0.17 -1.00 0.66 -0.27
C -2.10344 -3.11378 0.95972 -0.19 -0.59 0.41 -0.12
C -1.99722 -2.79944 -1.49908 0.69 -0.07 -0.26 -0.10
N 0.91522 -3.94496 -0.44363 -0.06 -0.39 0.26 -0.28
C 1.85929 -3.89293 -1.54522 0.18 -0.66 -0.23 -0.09
C 1.24230 -3.09560 0.69746 -0.34 0.08 0.18 -0.09
H 0.53486 -6.45066 2.48538 0.28 -0.15 0.07 0.07
H 1.45793 -5.89472 1.04462 0.27 -0.34 0.21 0.07
H 0.58879 -7.47507 1.01826 0.12 -0.03 -0.04 0.08
H -1.94202 -7.22989 0.47496 -0.17 -0.11 0.18 0.09
H -2.69211 -5.73593 1.08077 0.13 0.03 -0.29 0.07
H -1.89896 -6.76113 2.20646 0.42 -0.10 0.00 0.08
H -1.87705 -2.05181 1.09339 -0.10 -0.09 -0.14 0.06
H -3.15623 -3.32961 1.17411 0.16 0.38 -0.21 0.06
H -1.57608 -3.68185 1.72884 0.23 0.24 -0.05 0.06
H -2.33724 -3.35999 -2.37073 -0.11 -0.27 0.14 0.07
H -2.74767 -2.04739 -1.25989 0.07 -0.06 0.10 0.06
H -1.05604 -2.30974 -1.78267 -0.33 0.27 -0.19 0.06
H 1.43289 -4.32287 -2.45226 -0.25 0.15 0.08 0.07
H 2.17685 -2.87224 -1.74170 -0.10 -0.02 0.02 0.05
H 2.74475 -4.51071 -1.34508 0.12 0.18 0.15 0.09
H 0.66420 -2.16576 0.71829 0.01 0.09 -0.21 0.07
H 2.30014 -2.83776 0.68377 0.04 -0.10 -0.09 0.06
H 1.04720 -3.57862 1.65839 0.04 -0.22 -0.14 0.05
O -1.80797 6.99656 4.63415 0.05 0.21 -0.76 -0.27
P -2.22384 6.46735 3.32044 -1.48 -0.19 -0.65 0.55
N -3.66114 7.14702 2.69946 0.40 -0.72 0.00 -0.31
C -3.82658 8.59220 2.73156 -0.04 -0.41 1.28 -0.11
C -4.54815 6.43800 1.78375 -0.32 0.75 0.25 -0.13
N -2.59426 4.82601 3.31600 0.00 0.06 -0.39 -0.30
C -1.56395 3.86867 2.87488 -0.14 0.70 -0.13 -0.09
C -3.55640 4.33288 4.29997 0.19 -0.48 -0.23 -0.10
N -1.12712 6.72991 2.06666 0.76 0.12 1.46 -0.28
C -1.48881 6.71614 0.68477 -1.04 -0.48 -0.36 -0.14
C 0.27051 6.84154 2.51573 0.31 -0.16 -0.64 -0.08
H -3.57373 8.89098 3.75284 0.49 0.38 -0.29 0.08
H -4.88319 8.86035 2.67969 0.01 -0.08 -0.51 0.08
H -3.21697 9.09853 1.97874 -0.14 0.23 0.03 0.08
H -4.07092 5.54809 1.38029 -0.26 -0.12 0.08 0.05
H -4.86565 7.11390 0.98034 0.43 -0.07 -0.26 0.08
H -5.50620 6.22245 2.27205 0.14 -0.52 0.11 0.08
H -1.36328 4.08031 1.82379 0.35 -0.10 0.03 0.05
H -0.64889 3.97271 3.46015 0.13 -0.18 -0.08 0.09
H -1.87919 2.82748 2.91946 -0.35 0.10 0.21 0.08
H -3.06580 3.93709 5.19228 0.02 0.44 0.25 0.09
H -4.29123 5.10013 4.53109 0.13 0.08 0.24 0.08
H -4.09752 3.46872 3.90092 -0.03 0.10 -0.30 0.06
H -2.06410 5.81890 0.40848 -0.20 -0.32 0.36 0.01
H -2.18984 7.52653 0.46709 0.29 0.25 -0.31 0.08
H -0.67861 6.66039 -0.04374 0.50 0.62 0.51 0.08
H 0.65216 5.84240 2.73453 0.34 0.14 0.18 0.07
H 0.37947 7.50462 3.37033 -0.35 -0.26 0.23 0.08
H 0.90965 7.29679 1.75569 -0.24 -0.17 -0.30 0.08
O 0.98848 -1.00946 6.80443 -0.72 -0.29 -0.53 -0.29
P 0.54299 -1.53396 5.48611 0.41 0.98 0.09 0.55
N -0.78260 -0.67628 4.88419 0.60 0.28 -0.89 -0.28
C -1.69016 0.02423 5.77141 0.17 0.15 0.94 -0.11
C -1.32001 -0.91445 3.54312 -0.13 -0.07 0.09 -0.12
N 0.06725 -3.12628 5.59026 0.78 -1.12 -0.39 -0.30
C -0.26683 -3.92039 4.42809 -0.94 0.08 -0.57 -0.13
C -0.61014 -3.56242 6.80096 0.26 1.22 0.52 -0.11
N 1.70594 -1.45533 4.26180 -1.92 -0.82 0.69 -0.30
C 2.03438 -0.16267 3.70200 0.35 -0.54 -0.80 -0.11
C 2.70517 -2.50398 4.16331 0.67 0.74 0.02 -0.10
H -1.24981 0.94244 6.17156 0.08 -0.02 -0.06 0.08
H -1.96659 -0.57816 6.64267 -0.01 -0.03 -0.03 0.07
H -2.62140 0.29986 5.27773 0.10 -0.15 -0.29 0.07
H -1.98222 -1.78158 3.54829 -0.19 -0.05 -0.19 0.07
H -0.58508 -1.05362 2.75031 0.40 -0.16 0.41 0.06
H -1.89384 -0.05324 3.19821 -0.05 0.10 0.23 0.07
H -1.27635 -3.71644 4.04537 -0.12 0.13 0.16 0.07
H 0.37478 -3.74477 3.56455 0.25 -0.08 0.29 0.05
H -0.31221 -4.98213 4.67894 0.49 -0.02 0.07 0.08
H -1.66606 -3.27019 6.76216 -0.12 -0.30 0.13 0.08
H -0.51047 -4.62061 7.03961 0.08 -0.12 -0.49 0.08
H -0.13430 -3.01035 7.61457 -0.25 -0.07 0.12 0.07
H 1.29189 0.58735 3.96034 0.28 0.10 0.33 0.08
H 3.06583 0.08083 3.97705 -0.23 0.51 0.23 0.08
H 2.01461 -0.23187 2.60261 0.04 0.00 0.02 0.07
H 2.27735 -3.45762 4.45549 0.20 -0.06 -0.13 0.07
H 3.57517 -2.27834 4.79484 -0.13 -0.12 0.27 0.09
H 3.13579 -2.51828 3.15767 -0.41 -0.30 -0.14 0.06
O -1.30286 -1.13627 -8.02864 -0.14 -0.98 -0.17 -0.29
P -1.55601 -2.13588 -6.96311 1.08 -0.63 1.12 0.53
N -0.28423 -3.23153 -6.64403 -0.12 1.69 -0.20 -0.30
C 0.06278 -3.73900 -5.32034 -0.22 0.20 -0.16 -0.12
C 0.63369 -3.61569 -7.72670 -0.96 -0.33 0.49 -0.10
N -2.87231 -3.11896 -7.18624 -1.94 0.45 0.20 -0.32
C -3.32308 -3.35663 -8.54444 0.70 0.76 -0.66 -0.12
C -3.38093 -4.08321 -6.19156 1.35 0.17 -0.85 -0.08
N -1.79084 -1.43404 -5.45957 0.12 -0.52 -0.66 -0.29
C -3.11264 -1.07502 -5.03093 -1.30 1.06 -0.17 -0.13
C -0.68212 -0.70155 -4.88012 -0.31 0.12 1.46 -0.10
H 0.91493 -3.20437 -4.88729 0.36 -0.28 -0.17 0.07
H 0.25011 -4.81029 -5.38606 0.21 -0.03 0.13 0.09
H -0.72602 -3.59081 -4.58849 -0.31 -0.07 -0.17 0.06
H 0.55539 -2.95518 -8.58785 -0.07 0.17 0.13 0.07
H 0.29413 -4.61184 -8.02690 0.65 -0.17 -0.31 0.08
H 1.66151 -3.63056 -7.36526 0.05 -0.07 -0.06 0.08
H -3.37218 -2.39099 -9.05587 0.23 -0.16 -0.16 0.07
H -2.58237 -3.98708 -9.05417 -0.38 -0.11 -0.29 0.08
H -4.32306 -3.77395 -8.65740 0.05 -0.27 0.59 0.08
H -4.45447 -4.24554 -6.27053 -0.12 0.50 0.05 0.08
H -2.92645 -5.05190 -6.42118 0.11 -0.17 0.45 0.09
H -3.07393 -3.72158 -5.21528 -0.19 -0.42 0.21 0.05
H -3.13364 -0.18345 -4.39503 0.55 -0.22 0.29 0.07
H -3.76667 -0.72806 -5.84252 0.24 -0.31 -0.31 0.09
H -3.69794 -1.84553 -4.52078 0.39 -0.18 0.15 0.07
H -0.85441 -0.77736 -3.79980 0.50 0.00 0.11 0.07
H -0.61994 0.37842 -5.06388 -0.32 -0.04 -0.62 0.08
H 0.29438 -1.12549 -5.09906 -0.14 -0.18 -0.21 0.07
```
Forces are in eV/Å.

Properties
Kohn-Sham gap in eV: 5.81
Molecular weight in g mol⁻¹: 1474.9
DFT total energy in eV: -174269.38177
LUMO energy in eV: -1.90
Largest force on an atom in eV/A: 6.3

***

Record 2
DFT (ωB97M-V with the def2-TZVPD basis set) results for a 2-piece molecular cluster, C10H20ClN2O overall.

Geometry as XYZ:
```
34
Properties=species:S:1:pos:R:3:forces:R:3:lowdin_charge:R:1
C 2.65919 -0.76410 0.35485 0.08 0.01 0.04 -0.09
C 2.55062 -2.15251 0.99695 0.06 0.04 -0.18 -0.24
C 1.46273 -3.04424 0.39701 -0.12 -0.05 0.16 -0.19
C -0.00711 -2.69417 0.74423 0.20 0.32 -0.10 -0.71
Cl -0.89285 -4.18392 1.22779 -0.03 -0.01 -0.04 0.73
C -0.22018 -1.66993 1.88469 -0.08 0.14 0.08 -0.12
C -1.30968 -0.79939 1.39199 0.00 -0.04 -0.05 0.04
N -1.55275 -0.98420 0.15385 -0.17 0.19 -0.20 0.13
C -0.77597 -2.07220 -0.45004 -0.38 -0.49 -0.06 -0.11
H 2.02196 -0.00865 0.82294 -0.08 -0.04 -0.06 0.06
H 2.41674 -0.80775 -0.70997 0.00 0.01 0.01 0.08
H 3.67889 -0.38706 0.42674 -0.03 0.03 0.05 0.08
H 2.44211 -2.08349 2.08212 0.04 -0.01 -0.01 0.11
H 3.49539 -2.67387 0.83688 -0.03 -0.02 -0.01 0.12
H 1.56823 -3.01656 -0.68990 -0.01 -0.15 0.00 0.12
H 1.63320 -4.07433 0.70332 0.03 0.03 0.01 0.10
H -0.45331 -2.11161 2.85344 0.02 -0.07 -0.06 0.13
H 0.64270 -1.01523 2.04027 0.02 -0.05 0.01 0.12
H -1.84852 -0.05063 1.96116 0.03 0.04 -0.06 0.17
H -2.21572 -0.41234 -0.38694 0.02 0.19 0.11 0.16
H -1.47896 -2.79726 -0.86044 0.01 0.04 -0.06 0.12
H -0.17123 -1.72157 -1.28552 0.20 0.26 0.26 0.14
C -2.48808 4.05566 -1.23742 -0.06 -0.04 0.00 0.01
C -2.00556 2.63480 -1.15568 0.02 -0.01 0.00 -0.53
O -2.78342 1.68253 -1.08956 0.15 -0.31 0.20 0.00
N -0.67088 2.40593 -1.15337 -0.07 -0.19 0.07 0.00
C 0.43663 3.33944 -1.21994 -0.04 0.08 -0.05 -0.06
H -3.57318 4.04565 -1.22734 0.00 0.00 0.00 0.09
H -2.12551 4.64019 -0.39135 0.02 0.01 -0.01 0.09
H -2.14177 4.53176 -2.15503 0.02 0.00 0.01 0.09
H -0.46923 1.41894 -1.15222 0.23 0.05 -0.05 0.12
H 1.04439 3.16000 -2.10675 -0.03 0.02 -0.02 0.09
H 1.07380 3.25437 -0.33920 -0.03 0.02 0.02 0.08
H 0.05729 4.35576 -1.26757 0.01 0.00 0.00 0.08
```
Forces are in eV/Å.

Properties
Kohn-Sham gap in eV: 8.85
Molecular weight in g mol⁻¹: 219.7
Charge: +1
DFT total energy in eV: -28238.79904
LUMO energy in eV: -4.05
Largest force on an atom in eV/A: 0.6

***

Question: What is the DFT total energy in the first record?
Answer: -174269.38177 eV